A structure of composition C32H49BrN6O2Si3V in a non-equilibrium geometry, computed with ωB97M-V/def2-TZVPD.

The value obtained for the orbital gap (alpha / beta) is 0.2105 / 0.2363 Ha. As for the expectation value of S²: 0.78. The multiplicity is 2. The electronic energy is -6113.91667 Eh. Its charge is +2.

The geometry in XYZ format:
```
94
Properties=species:S:1:pos:R:3:forces:R:3:lowdin_spin:R:1
H 3.594305 -0.458343 3.030518 0.03 -0.01 0.02 0.000
C -1.465954 1.481710 -4.009366 -0.07 -0.02 -0.01 -0.001
H -0.659808 -4.659065 2.839182 0.01 -0.01 -0.01 0.000
Si 1.610406 3.187937 0.288829 -0.10 -0.07 0.03 0.003
H 3.380483 -2.117032 -1.161388 -0.01 -0.07 -0.03 0.000
H 3.923737 -0.633081 -3.842567 0.00 0.00 0.00 0.000
H -1.891535 1.042788 -1.964706 0.02 0.04 0.00 0.000
N 0.184100 0.912029 -2.241213 0.43 -0.29 0.15 -0.001
H 2.175444 2.756411 -2.155590 0.04 0.09 0.04 0.000
H 0.842345 -0.260628 4.532286 -0.03 0.00 0.02 0.000
H -2.866218 -3.784551 3.535333 -0.07 -0.05 -0.03 0.000
C -1.056396 -3.747670 2.416610 0.02 0.05 -0.07 0.002
C -5.250045 -4.047983 2.107207 0.24 0.22 0.49 0.000
H -0.876596 3.054956 -0.079687 -0.02 0.00 0.01 0.000
C 4.406321 0.726438 -0.208333 0.13 0.11 -0.11 0.000
C 2.913093 0.534563 -5.356634 0.01 -0.04 0.00 0.000
C 2.492959 3.413966 -1.348083 0.10 -0.11 -0.14 0.000
C -3.437970 0.437872 1.094323 -0.27 0.03 0.24 -0.008
C -0.370301 2.153257 -4.790581 0.04 0.03 0.01 0.000
H -0.602251 -0.402386 3.545028 -0.07 -0.01 -0.01 0.000
Si 0.893059 1.427097 2.773534 0.11 -0.02 0.09 -0.002
V 0.357683 0.184700 -0.378149 0.20 0.65 0.04 1.078
H 2.184837 1.725736 4.838174 0.00 -0.02 0.01 0.000
H 2.532242 0.190267 -2.052838 -0.04 -0.08 -0.02 0.000
H 2.607173 2.648968 -5.054351 -0.01 0.02 -0.02 0.000
C 1.122899 0.975308 -3.230700 -0.07 -0.01 0.11 0.004
N -0.659987 -1.883559 0.951962 0.00 0.32 0.17 0.016
C -0.617794 2.486784 2.989106 -0.09 0.12 -0.01 0.000
H -0.483295 1.996841 -5.862350 -0.02 -0.01 0.01 0.000
C -0.298015 -3.035801 1.470670 0.11 -0.16 -0.09 0.000
H -0.176418 4.513915 -0.789003 0.01 0.00 -0.01 0.000
H 3.350022 3.764592 2.007280 0.04 0.03 -0.08 0.000
H -1.387492 2.301168 2.240641 -0.04 -0.03 0.00 0.000
C -4.964847 -5.812632 0.008712 -0.01 0.08 0.02 0.000
C -1.127877 1.556494 -2.539197 0.01 -0.07 0.04 0.000
H 1.904003 4.750355 2.205515 0.02 -0.02 0.03 0.000
H -3.683103 1.411556 0.691502 0.02 0.01 0.03 0.000
H -0.359786 3.231326 -4.608182 0.01 0.00 -0.01 0.000
C -5.273278 -3.570499 0.799782 -0.09 0.01 -0.02 0.000
C -2.231128 -0.134789 0.863463 0.69 0.14 -0.49 0.000
O -1.213979 0.460851 0.145431 -1.55 0.21 0.60 -0.049
H 4.413055 -1.394442 1.783705 0.01 -0.01 0.02 0.000
H 4.166774 1.111693 -3.701922 0.00 0.01 -0.01 0.000
C 2.556315 4.281101 1.467756 0.04 0.05 0.10 0.000
C -2.760380 -2.078941 2.196522 -0.11 -0.10 0.08 0.001
H 2.745025 -1.766987 2.236711 -0.02 -0.02 -0.01 0.000
Br -4.739819 -7.003026 -1.426974 0.01 -0.07 -0.09 0.000
H 3.022634 5.081166 0.889265 -0.03 0.05 0.00 0.000
C 3.438281 0.336268 -3.953195 -0.06 0.02 0.02 0.000
N 2.315360 0.389176 -3.012423 0.07 0.05 -0.04 0.001
H 1.698676 -2.397133 -1.696532 0.02 -0.04 0.01 0.000
C -4.048392 -1.495195 2.425734 -0.10 0.00 -0.01 -0.008
C -1.877434 -1.403868 1.344033 0.16 -0.12 -0.08 -0.001
H 2.255788 3.201411 3.890149 -0.01 -0.03 0.01 0.000
C -4.982624 -6.299565 1.305751 -0.03 0.06 0.09 0.000
H -5.186270 -4.109586 -1.274854 0.00 0.01 0.00 0.000
H -5.208561 -5.759797 3.378198 -0.01 -0.01 0.00 0.000
N -5.376891 -3.235284 3.298345 -0.41 0.12 -0.61 -0.002
H 3.575991 3.341049 -1.245504 0.01 0.04 -0.01 0.000
N -4.951339 -2.075940 3.367298 0.43 -0.35 0.17 -0.003
C -0.133478 3.838296 0.068299 -0.08 0.05 -0.03 0.000
H -1.041774 2.245948 3.967565 -0.01 0.02 0.01 0.000
H -4.880434 -7.359060 1.491886 -0.02 -0.01 0.00 0.000
H -5.328769 0.161871 2.112223 0.01 0.03 0.03 0.000
H 3.736785 0.657908 -6.057268 0.01 0.01 0.02 0.000
H 0.649063 -3.446354 1.142073 0.01 0.01 0.06 0.000
H 2.202284 -2.839940 -0.036483 0.06 -0.02 -0.04 0.000
C 2.033293 1.764514 -5.345097 -0.01 0.05 0.05 0.000
O 1.974543 -0.808836 -0.397138 0.50 -0.48 0.02 0.000
C 3.454284 -0.957679 2.070548 0.01 -0.03 0.18 0.002
C 2.336242 -2.139917 -0.854628 -0.01 0.27 0.06 0.002
H 4.202736 1.419494 -1.021111 0.01 -0.01 -0.02 0.000
H 4.912963 -0.154879 -0.611176 0.04 -0.01 0.04 0.000
H 1.597495 1.959661 -6.321922 -0.01 -0.04 0.00 0.000
C 1.500190 1.374987 0.933464 -0.41 -0.25 -0.44 -0.031
C -4.357911 -0.265617 1.902081 0.06 0.06 -0.16 0.001
Si 2.920446 0.229436 0.762320 -0.06 -0.25 -0.22 -0.002
C -5.157558 -5.410074 2.355274 0.10 -0.11 -0.04 0.000
H -1.570803 0.440754 -4.323447 -0.01 0.00 0.00 0.000
H 2.281858 4.439272 -1.663112 -0.01 0.02 0.01 0.000
H 3.281960 1.843245 3.468722 0.03 -0.01 0.03 0.000
H 5.118428 1.213236 0.464802 0.02 0.01 -0.02 0.000
H -5.446668 -2.525523 0.593533 0.02 0.05 -0.01 0.000
H 0.907888 -1.110722 3.003216 0.06 -0.11 -0.04 0.000
H -2.415299 1.985670 -4.188030 0.00 -0.02 -0.01 0.000
H -0.446757 4.411141 0.940127 -0.01 0.02 -0.01 0.000
C -2.282481 -3.270976 2.785084 -0.04 0.05 0.02 -0.002
C 2.285399 2.115010 3.823423 0.08 0.05 0.01 -0.002
N 0.920422 1.580824 -4.398718 -0.01 -0.01 -0.06 0.002
H -0.393363 3.552983 2.986391 0.01 0.01 0.01 0.000
H 2.328490 -0.332697 -5.669621 0.02 0.00 -0.03 0.000
C -5.139756 -4.458323 -0.252913 -0.02 -0.03 0.05 0.000
H -1.104012 2.597183 -2.208250 0.02 0.00 -0.03 0.000
C 0.477070 -0.252805 3.503646 -0.09 -0.04 -0.09 0.000
```
Positions in Å, forces in eV/Å.